{
  "formula": "C16H28N3S4SbSi2Ti",
  "method": "ωB97M-V/def2-TZVPD",
  "species": ["Ti", "C", "Si", "C", "C", "C", "C", "C", "C", "C", "C", "N", "Si", "C", "C", "C", "H", "H", "H", "H", "H", "H", "H", "H", "H", "H", "H", "H", "H", "H", "H", "H", "H", "H", "H", "H", "H", "H", "S", "Sb", "S", "S", "S", "C", "C", "N", "C", "C", "N", "H", "H", "H", "H", "H", "H"],
  "coordinates": [[0.67246, 0.20873, -1.27281], [-2.62876, 0.50362, 2.62301], [-1.17511, 0.95941, 1.51265], [0.35523, 0.94337, 2.62885], [-1.52828, 2.69478, 0.87342], [-0.89473, -0.28374, 0.11917], [-0.15855, -1.48260, 0.59277], [-0.46258, -2.37688, 1.62277], [0.37547, -3.45406, 1.83269], [1.49344, -3.64639, 1.02143], [1.74359, -2.72261, 0.03171], [0.94649, -1.66621, -0.14595], [-2.46852, -0.77345, -0.81995], [-2.03891, -1.60050, -2.44977], [-3.44980, -2.04932, 0.15754], [-3.55455, 0.72126, -1.12837], [-2.70112, 1.25457, 3.41633], [-2.50971, -0.46761, 3.10811], [-3.57962, 0.50239, 2.08633], [0.55328, 1.93926, 3.03319], [1.26060, 0.61346, 2.11654], [0.19677, 0.27170, 3.47713], [-1.09477, 3.43714, 1.54949], [-2.60607, 2.87152, 0.84616], [-1.15018, 2.88353, -0.13195], [-1.34934, -2.23179, 2.22284], [0.15465, -4.16170, 2.62202], [2.14528, -4.49747, 1.15580], [2.58092, -2.80941, -0.65030], [-1.34946, -2.43834, -2.31636], [-1.59886, -0.92061, -3.17943], [-2.96025, -2.00321, -2.88214], [-2.91893, -3.00114, 0.23583], [-4.38121, -2.24445, -0.38336], [-3.71689, -1.71952, 1.16412], [-3.02401, 1.50490, -1.67022], [-3.95351, 1.14745, -0.20507], [-4.40658, 0.41381, -1.74166], [3.50233, 2.25672, -3.47297], [1.62666, 1.19802, -4.11005], [1.60839, -0.97237, -2.98898], [-0.20398, 1.85899, -2.48892], [0.70085, 1.08594, -6.12345], [4.22062, -0.17568, -0.60958], [3.49526, 1.07219, -0.27267], [2.18624, 1.30282, -0.34102], [1.98657, 2.62609, 0.03494], [3.17554, 3.18080, 0.34054], [4.10863, 2.18254, 0.15214], [3.94906, -0.49264, -1.61548], [3.96857, -0.96798, 0.09573], [5.29508, -0.00471, -0.57182], [1.01082, 3.07493, 0.02158], [3.44497, 4.17387, 0.65053], [5.10651, 2.28061, 0.22695]],
  "forces_ev_per_a": [[0.04, 0.07, -0.34], [0.03, 0.05, -0.01], [-0.01, 0.03, 0.06], [-0.06, 0.00, 0.00], [-0.02, -0.01, 0.02], [-0.08, 0.06, 0.05], [-0.01, -0.02, -0.04], [0.02, -0.03, 0.01], [-0.01, 0.01, 0.01], [0.00, -0.01, 0.00], [-0.02, 0.03, 0.02], [0.06, -0.10, 0.03], [-0.01, -0.01, -0.09], [-0.05, -0.01, 0.07], [-0.04, 0.03, 0.00], [-0.01, -0.05, 0.03], [0.00, -0.02, -0.01], [0.01, 0.01, -0.02], [0.02, 0.00, 0.01], [-0.03, -0.02, 0.00], [0.00, 0.01, -0.03], [0.01, 0.01, -0.03], [-0.01, -0.02, 0.00], [0.03, -0.01, -0.01], [-0.01, -0.02, 0.02], [0.00, 0.01, 0.00], [0.00, 0.00, 0.00], [0.00, 0.01, -0.01], [0.01, -0.01, 0.00], [0.00, 0.00, 0.01], [0.00, 0.04, -0.02], [0.02, 0.01, -0.01], [0.01, 0.03, 0.00], [0.02, 0.00, 0.03], [0.02, 0.00, -0.04], [0.02, 0.00, 0.00], [0.01, -0.02, -0.02], [0.02, 0.00, 0.02], [0.04, 0.02, -0.01], [-0.02, 0.03, 0.11], [-0.02, -0.03, 0.09], [0.02, -0.09, 0.11], [-0.05, -0.02, -0.05], [0.00, 0.02, 0.03], [0.00, 0.06, -0.01], [-0.01, -0.03, 0.03], [0.01, 0.01, -0.01], [0.02, 0.01, 0.03], [0.04, -0.03, -0.01], [0.00, 0.00, -0.01], [-0.01, -0.01, 0.00], [0.00, 0.00, 0.00], [0.02, 0.00, 0.01], [-0.01, -0.02, -0.01], [-0.01, 0.01, -0.01]],
  "lowdin_charge": [0.29, -0.18, 0.46, -0.16, -0.18, -0.45, -0.40, -0.02, -0.03, -0.05, -0.12, -0.03, 0.44, -0.18, -0.17, -0.17, 0.04, 0.02, 0.02, 0.03, 0.01, 0.03, 0.04, 0.03, -0.03, 0.11, 0.11, 0.11, 0.11, 0.03, 0.01, 0.04, 0.03, 0.04, 0.02, 0.01, 0.02, 0.04, -0.13, -0.04, 0.12, 0.15, -0.15, -0.01, -0.40, -0.04, -0.14, -0.05, 0.13, 0.03, 0.08, 0.09, 0.08, 0.12, 0.17],
  "lumo_energy_ev": -0.837,
  "de_lowest_kcal_mol": 0.0,
  "homo_ev": -7.9,
  "energy_ha": -4052.421754
}